[1]
The following is a DFT calculation (ωB97M-V/def2-TZVPD) of a structure of composition C20H22AsDyF2NOS3.

The geometry in ORCA input format:
```
! wB97M-V def2-TZVPD RIJCOSX def2/J DEFGRID3
* xyz -1 6
Dy 0.17246 -0.45029 -0.19095
S 0.43992 2.12597 -1.69542
C -1.13336 2.18197 -1.10426
N -1.82796 1.12260 -0.74794
C -3.10648 1.45215 -0.32497
C -4.12676 0.56494 0.02038
C -5.35647 1.06028 0.42038
C -5.60568 2.42921 0.47442
C -4.62211 3.32776 0.09370
C -3.39209 2.83244 -0.31130
S -2.00440 3.71345 -0.88450
H -3.94714 -0.49681 -0.04200
H -6.14063 0.36127 0.68748
H -6.57532 2.78736 0.79782
H -4.80607 4.39478 0.10135
C -0.17608 -2.62466 2.91257
As -1.82712 -1.95254 2.11041
C -2.92800 -3.49357 2.72759
C -2.95004 -0.63400 3.03339
S -1.98563 -2.19691 0.02630
H -0.29338 -2.71377 3.99190
H 0.67515 -1.99943 2.66193
H -0.03862 -3.61326 2.47753
H -3.05688 -3.47124 3.81264
H -2.44852 -4.42776 2.43662
H -3.90439 -3.45022 2.24588
H -2.73646 -0.66588 4.10146
H -3.98155 -0.92880 2.85477
H -2.77242 0.36101 2.63941
C 2.49420 -0.11465 0.29617
C 3.71310 -0.07780 0.21820
C 5.13866 -0.00345 0.14555
C 5.93202 -0.30943 1.25691
C 7.31243 -0.22138 1.18596
C 7.92866 0.17003 0.00514
C 7.15238 0.47052 -1.10640
C 5.77164 0.38583 -1.04121
H 5.44754 -0.61640 2.17440
H 7.91834 -0.45892 2.05221
H 9.00824 0.24099 -0.04840
H 7.63485 0.77422 -2.02768
H 5.16236 0.61874 -1.90408
F 1.03432 -2.63044 -0.33469
C 1.21416 -2.63822 -1.82155
F 0.39677 -1.39061 -2.14108
H 2.22661 -2.20553 -1.88145
C -0.00591 0.62872 2.99065
O -0.48221 -0.01047 1.84670
H -0.50808 0.25988 3.89814
H -0.17996 1.70946 2.93514
H 1.07147 0.47228 3.12640
*
```

Calculated values
Electronic energy: -147498.5923 eV
Molar mass: 664.02 g/mol
ΔE to the lowest compared entry with this formula, charge and spin: 22.1 kJ/mol
E_LUMO (alpha / beta): 2.50 / 2.50 eV

---

[2]
The following is a DFT calculation (ωB97M-V/def2-TZVPD) of a structure of composition C20H22B2F4HgN4O5S.

The geometry in ORCA input format:
```
! wB97M-V def2-TZVPD RIJCOSX def2/J DEFGRID3
* xyz 1 2
Hg 0.03507 0.27734 -0.44994
C 4.65383 1.08755 0.92255
C 3.33421 1.06032 0.23389
N 2.25139 0.49240 0.75883
O 2.33364 0.09887 1.97989
B 0.95960 -0.47753 2.57059
F 1.29453 -1.03518 3.74386
F 0.48612 -1.36238 1.60452
O 0.03928 0.64275 2.78165
N -0.34479 1.24045 1.62775
C -0.86689 2.40132 1.70924
C -1.15489 3.08971 3.00087
C -1.06334 3.12303 0.40820
N -0.69898 2.49022 -0.63719
O -0.68490 3.19505 -1.79192
B 0.05103 2.51510 -2.86488
F 0.01500 3.23896 -3.99083
F -0.30420 1.18222 -2.97878
O 1.61752 2.49749 -2.44455
N 1.88528 1.70753 -1.47337
C 3.13597 1.72131 -1.01430
C 4.24099 2.45176 -1.69193
C -1.51674 4.54309 0.34488
H 4.58622 0.63104 1.90453
H 5.01103 2.11313 1.02422
H 5.39210 0.54701 0.32657
H -0.97927 2.41929 3.83497
H -2.19011 3.43205 3.02084
H -0.51682 3.96895 3.10990
H 3.91810 2.82837 -2.65713
H 5.09891 1.79166 -1.82441
H 4.57224 3.29303 -1.07915
H -1.82349 4.92543 1.31271
H -2.34378 4.63144 -0.36000
H -0.71085 5.16281 -0.05260
O 0.33645 -1.46269 -1.70246
S -0.87980 -2.36778 -2.00384
C -0.56386 -3.91130 -1.20136
C -1.29933 -5.00009 -1.65218
C -1.09915 -6.23231 -1.05076
C -0.16111 -6.36131 -0.03450
C 0.58213 -5.26554 0.38563
C 0.38550 -4.02315 -0.19916
C -2.16836 -1.66927 -0.98693
C -2.75909 -0.52144 -1.52308
C -3.67534 0.18260 -0.75741
C -4.00127 -0.26653 0.51655
C -3.42060 -1.41925 1.03024
C -2.49835 -2.13380 0.28010
H -2.01166 -4.88848 -2.46093
H -1.66354 -7.09193 -1.38455
H -0.00004 -7.32647 0.42627
H 1.31741 -5.37633 1.17067
H 0.95564 -3.16095 0.11421
H -2.49993 -0.18536 -2.52081
H -4.14299 1.06887 -1.16524
H -4.72433 0.27842 1.10899
H -3.68281 -1.76488 2.02074
H -2.03859 -3.02661 0.68030
*
```

Calculated values
Electronic energy: -64524.7301 eV
Molar mass: 728.69 g/mol
ΔE to the lowest compared entry with this formula, charge and spin: 8.7 kJ/mol
E_LUMO (alpha / beta): -3.95 / -5.79 eV

---

[3]
The following is a DFT calculation (ωB97M-V/def2-TZVPD) of a cluster of 3 separate species, C20H22F3N2O in total.

The geometry in ORCA input format:
```
! wB97M-V def2-TZVPD RIJCOSX def2/J DEFGRID3
* xyz -1 1
F 1.58206 2.81073 0.34175
C 1.59851 1.47158 0.43556
F 0.65192 1.07110 1.29048
C 2.44657 0.66667 -0.22398
F 3.77315 1.01097 -0.17792
C 2.10622 -0.49171 -1.08487
C 0.76456 -1.15563 -0.76329
C 0.90464 -2.26770 0.29389
C -0.19115 -2.22376 1.31336
O -1.51972 -2.60248 0.81412
C -2.33408 -1.61958 0.39340
C -2.99744 -1.77806 -0.82689
C -3.89578 -0.82367 -1.27037
C -4.16658 0.31859 -0.52507
C -3.50129 0.48729 0.68144
C -2.60961 -0.46713 1.13913
H 2.91696 -1.22363 -1.09790
H 2.04700 -0.08435 -2.10556
H 0.43002 -1.61543 -1.70019
H -0.01847 -0.41988 -0.50732
H 1.82599 -2.07330 0.86916
H -0.26655 -1.25251 1.83756
H 0.04546 -2.96582 2.07948
H -2.83294 -2.66597 -1.42307
H -4.41644 -0.93203 -2.21514
H -4.88378 1.04661 -0.88079
H -3.66840 1.36897 1.28847
H -2.11241 -0.33541 2.08924
N 1.73190 0.96297 4.15479
C 2.61587 -0.02265 4.48286
C 2.65863 -0.11277 5.85023
C 1.75724 0.85911 6.36502
C 1.20088 1.50379 5.29072
H 1.50495 1.24378 3.21702
H 3.13534 -0.57429 3.71808
H 3.26500 -0.79957 6.41696
H 1.54127 1.05964 7.40149
H 0.47522 2.29729 5.23919
N 0.56081 0.95962 -6.10216
C 0.66971 1.85009 -5.06823
C -0.38282 1.63991 -4.21781
C -1.14409 0.56465 -4.74988
C -0.54140 0.16833 -5.91280
H 1.19645 0.89061 -6.87360
H 1.48479 2.55200 -5.02499
H -0.57787 2.18231 -3.30806
H -2.03578 0.12945 -4.33025
H -0.79452 -0.60869 -6.61320
*
```

Calculated values
Electronic energy: -34272.7672 eV
Molar mass: 363.40 g/mol
E_LUMO: 2.72 eV

---

[4]
The following is a DFT calculation (ωB97M-V/def2-TZVPD) of a structure of composition C20H22FN3Pt.

The geometry in ORCA input format:
```
! wB97M-V def2-TZVPD RIJCOSX def2/J DEFGRID3
* xyz 2 1
Pt 0.12175 0.11721 -0.35250
N 0.41907 0.13634 2.95263
C -0.20350 1.27764 2.48052
C -0.73042 2.16046 3.43186
C -1.34081 3.31884 3.02580
C -1.45173 3.59722 1.65992
C -0.94339 2.69058 0.77946
N -0.31868 1.54841 1.17454
C 1.35983 -0.71862 2.40245
C 2.12727 -1.49401 3.27506
C 3.12085 -2.29371 2.77052
C 3.32601 -2.34119 1.38808
C 2.49748 -1.60950 0.58891
N 1.52662 -0.79057 1.07978
H 0.35994 0.05071 3.95695
H -0.63665 1.92017 4.48303
H -1.72630 4.01235 3.76172
H -1.92937 4.49598 1.29792
H -1.01410 2.85608 -0.28575
H 1.93963 -1.44003 4.34011
H 3.73816 -2.87943 3.43880
H 4.10445 -2.94632 0.94685
H 2.57589 -1.67214 -0.48564
C 0.70463 0.52846 -4.42200
C 1.31921 0.95700 -3.09075
C 2.27811 -0.12820 -2.56908
C 0.25733 1.33026 -2.09186
H 1.49036 0.43748 -5.17132
H -0.02160 1.25468 -4.78634
H 0.21167 -0.44278 -4.33446
H 1.93172 1.85003 -3.24190
H 1.73123 -1.05680 -2.36892
H 2.81254 0.20416 -1.67523
H 3.02239 -0.34861 -3.33380
H 0.39157 2.29236 -1.59615
H -0.76406 1.18677 -2.45179
F -5.02022 -2.83738 -0.97467
C -3.88491 -2.18616 -0.79299
C -2.75400 -2.90953 -0.44576
C -1.56175 -2.23466 -0.24979
C -1.56340 -0.86298 -0.41927
C -2.69239 -0.12460 -0.74607
C -3.87872 -0.80555 -0.94772
H -2.81313 -3.98480 -0.34651
H -0.66508 -2.77983 0.01885
H -2.66645 0.95221 -0.84906
H -4.78705 -0.28801 -1.22443
*
```

Calculated values
Electronic energy: -31513.6192 eV
Molar mass: 518.49 g/mol
ΔE to the lowest compared entry with this formula, charge and spin: 39.5 kJ/mol
E_LUMO (alpha / beta): -9.25 / -8.68 eV

---

> molar mass of number 1 (C20H22AsDyF2NOS3)?

664.02 g/mol

---

> What is the electronic energy in the third record?

-34272.7672 eV

---

Please write out number 3 again, unchanged.
The following is a DFT calculation (ωB97M-V/def2-TZVPD) of a cluster of 3 separate species, C20H22F3N2O in total.

The geometry in ORCA input format:
```
! wB97M-V def2-TZVPD RIJCOSX def2/J DEFGRID3
* xyz -1 1
F 1.58206 2.81073 0.34175
C 1.59851 1.47158 0.43556
F 0.65192 1.07110 1.29048
C 2.44657 0.66667 -0.22398
F 3.77315 1.01097 -0.17792
C 2.10622 -0.49171 -1.08487
C 0.76456 -1.15563 -0.76329
C 0.90464 -2.26770 0.29389
C -0.19115 -2.22376 1.31336
O -1.51972 -2.60248 0.81412
C -2.33408 -1.61958 0.39340
C -2.99744 -1.77806 -0.82689
C -3.89578 -0.82367 -1.27037
C -4.16658 0.31859 -0.52507
C -3.50129 0.48729 0.68144
C -2.60961 -0.46713 1.13913
H 2.91696 -1.22363 -1.09790
H 2.04700 -0.08435 -2.10556
H 0.43002 -1.61543 -1.70019
H -0.01847 -0.41988 -0.50732
H 1.82599 -2.07330 0.86916
H -0.26655 -1.25251 1.83756
H 0.04546 -2.96582 2.07948
H -2.83294 -2.66597 -1.42307
H -4.41644 -0.93203 -2.21514
H -4.88378 1.04661 -0.88079
H -3.66840 1.36897 1.28847
H -2.11241 -0.33541 2.08924
N 1.73190 0.96297 4.15479
C 2.61587 -0.02265 4.48286
C 2.65863 -0.11277 5.85023
C 1.75724 0.85911 6.36502
C 1.20088 1.50379 5.29072
H 1.50495 1.24378 3.21702
H 3.13534 -0.57429 3.71808
H 3.26500 -0.79957 6.41696
H 1.54127 1.05964 7.40149
H 0.47522 2.29729 5.23919
N 0.56081 0.95962 -6.10216
C 0.66971 1.85009 -5.06823
C -0.38282 1.63991 -4.21781
C -1.14409 0.56465 -4.74988
C -0.54140 0.16833 -5.91280
H 1.19645 0.89061 -6.87360
H 1.48479 2.55200 -5.02499
H -0.57787 2.18231 -3.30806
H -2.03578 0.12945 -4.33025
H -0.79452 -0.60869 -6.61320
*
```

Calculated values
Electronic energy: -34272.7672 eV
Molar mass: 363.40 g/mol
E_LUMO: 2.72 eV